Molecular formula: C37H36MnN4O5S
Method: DFT, ωB97M-V/def2-TZVPD

Last column: Löwdin charge in e.
Cartesian coordinates (Å):
Mn1 -1.201 -0.231 0.382  0.903
S1 2.229 -0.155 -3.185  0.982
O1 -3.276 -0.152 -0.384  0.007
O2 -1.874 -1.573 1.822  -0.132
O3 1.179 -0.329 -4.222  -0.496
O4 -3.217 5.125 -3.802  0.067
O5 -0.082 -1.238 -0.947  -0.233
N1 -0.640 0.960 2.168  -0.033
N2 -1.043 1.804 -0.806  0.023
N3 2.170 0.032 2.067  0.070
N4 -1.669 4.263 -5.201  0.179
C1 1.002 -1.950 -0.699  -0.386
C2 0.454 1.924 2.167  -0.229
C3 4.394 3.691 -4.322  -0.082
C4 3.103 -2.305 0.487  -0.047
C5 4.606 -1.468 -2.692  -0.084
C6 -2.633 -1.202 2.790  -0.371
C7 1.750 -0.250 0.906  -0.152
C8 -4.491 -1.699 4.293  -0.094
C9 -1.809 3.438 -2.911  -0.112
C10 2.368 -3.908 -1.127  -0.093
C11 5.564 -2.433 -2.959  -0.075
C12 -2.411 3.558 -1.661  0.019
C13 -0.479 1.682 -2.006  -0.112
C14 -2.295 4.359 -3.999  -0.490
C15 4.500 3.195 -3.030  -0.076
C16 2.994 1.832 -4.935  -0.073
C17 1.778 1.304 2.645  -0.211
C18 3.853 2.017 -2.684  -0.083
C19 1.237 -3.157 -1.382  -0.023
C20 3.639 3.013 -5.271  -0.076
C21 -3.671 -2.058 3.256  -0.019
C22 -0.821 2.478 -3.084  0.016
C23 -5.185 -0.424 -1.732  -0.001
C24 3.343 -2.196 -4.622  -0.066
C25 4.305 -3.163 -4.876  -0.072
C26 -3.706 -0.478 -1.483  -0.436
C27 -2.002 2.722 -0.642  -0.103
C28 -2.479 0.044 3.483  -0.148
C29 5.414 -3.278 -4.051  -0.080
C30 -3.326 0.361 4.562  -0.068
C31 3.516 -1.352 -3.539  -0.358
C32 -4.333 -0.476 4.965  -0.114
C33 -1.418 0.967 3.192  -0.094
C34 3.308 -3.494 -0.184  -0.113
C35 -2.831 -0.927 -2.604  0.009
C36 3.121 1.339 -3.646  -0.363
C37 1.981 -1.520 0.225  -0.158
H1 0.501 -3.482 -2.106  0.114
H2 -5.272 -2.381 4.608  0.100
H3 0.245 0.884 -2.095  0.054
H4 0.551 2.345 1.164  0.087
H5 4.701 -0.831 -1.822  0.109
H6 -2.449 2.776 0.344  0.121
H7 1.146 0.469 0.333  0.094
H8 5.077 3.730 -2.287  0.106
H9 0.230 2.758 2.844  0.110
H10 3.557 3.403 -6.277  0.104
H11 -5.670 0.214 -0.998  0.090
H12 2.391 1.284 -5.648  0.110
H13 -0.323 2.292 -4.026  0.107
H14 3.909 1.637 -1.671  0.108
H15 4.182 -3.830 -5.719  0.104
H16 3.812 -1.952 1.225  0.109
H17 -1.930 4.931 -5.907  0.116
H18 2.521 -4.834 -1.667  0.102
H19 -1.852 -1.264 -2.262  0.067
H20 -4.981 -0.213 5.790  0.092
H21 4.895 4.611 -4.589  0.103
H22 4.189 -4.091 0.011  0.095
H23 -3.785 -3.009 2.753  0.110
H24 -3.165 1.301 5.081  0.105
H25 -0.809 3.761 -5.318  0.088
H26 2.461 -2.089 -5.238  0.107
H27 -3.186 4.295 -1.513  0.122
H28 -2.693 -0.072 -3.275  0.101
H29 -1.262 1.743 3.952  0.127
H30 -3.331 -1.700 -3.187  0.096
H31 6.417 -2.537 -2.302  0.108
H32 6.158 -4.038 -4.249  0.103
H33 -5.573 -1.441 -1.628  0.101
H34 1.714 1.157 3.726  0.107
H35 2.582 2.032 2.488  0.113
H36 -5.404 -0.098 -2.748  0.089

Results
2S+1: 6
E_LUMO (spin up / spin down) in eV: -0.42 / -0.45
<S²>: 8.754
Charge: 0
ΔE to the lowest compared entry with this formula, charge and spin in eV: 0.8654
DFT total energy in Eh: -3576.0238
Frontier orbital gap (spin up / spin down) in eV: 6.72 / 6.86
Largest force on an atom in Eh/bohr: 0.0145